Record 1
A 10-piece molecular cluster, C19H45N9O20S overall in a non-equilibrium geometry. Source: the OMol25 dataset; level of theory: the ωB97M-V functional and the def2-TZVPD basis.

Cartesian coordinates (Å):
C1 5.701 1.462 1.407
C2 4.788 0.190 1.408
C3 3.343 0.664 1.089
C4 2.352 -0.523 0.832
C5 0.923 0.046 1.139
C6 -0.205 -0.728 0.406
C7 -1.440 0.233 0.239
S1 -1.158 1.064 -1.393
C8 -1.679 1.242 1.387
O1 -2.121 0.412 2.474
C9 -2.871 -0.610 1.878
O2 -3.372 -1.435 2.578
C10 -2.840 -0.450 0.346
H1 6.743 1.226 1.675
H2 5.312 2.155 2.171
H3 5.614 1.919 0.412
H4 4.805 -0.284 2.399
H5 5.104 -0.483 0.597
H6 3.289 1.403 0.275
H7 2.968 1.148 2.014
H8 2.423 -0.894 -0.205
H9 2.607 -1.295 1.576
H10 0.948 1.086 0.771
H11 0.755 -0.015 2.223
H12 -0.498 -1.592 1.034
H13 0.114 -1.141 -0.559
H14 -0.644 2.287 -1.055
H15 -0.882 1.962 1.605
H16 -2.506 1.909 1.080
H17 -3.547 0.378 0.141
H18 -3.040 -1.320 -0.283
C11 -4.194 0.429 5.040
N1 -4.362 0.747 6.483
O3 -4.938 1.781 6.762
O4 -3.911 -0.042 7.281
H19 -4.649 1.227 4.462
H20 -3.132 0.352 4.828
H21 -4.694 -0.517 4.854
C12 3.835 -2.939 -3.364
N2 2.958 -1.864 -2.835
O5 3.199 -0.722 -3.165
O6 2.052 -2.196 -2.098
H22 4.588 -2.487 -3.997
H23 4.289 -3.432 -2.520
H24 3.211 -3.622 -3.929
C13 -3.992 4.511 -1.963
N3 -3.269 4.247 -0.696
O7 -2.188 4.778 -0.539
O8 -3.808 3.511 0.101
H25 -3.393 5.181 -2.571
H26 -4.133 3.555 -2.459
H27 -4.945 4.966 -1.710
C14 1.994 -7.190 -1.877
N4 2.395 -5.887 -2.463
O9 3.185 -5.207 -1.846
O10 1.897 -5.592 -3.532
H28 2.509 -7.319 -0.932
H29 0.917 -7.164 -1.731
H30 2.277 -7.968 -2.589
C15 -2.601 7.398 1.486
N5 -2.248 8.717 0.898
O11 -1.526 9.446 1.541
O12 -2.712 8.972 -0.194
H31 -2.123 7.306 2.454
H32 -3.683 7.364 1.586
H33 -2.245 6.631 0.803
C16 8.095 -0.688 -1.765
N6 7.070 -1.758 -1.865
O13 6.772 -2.156 -2.971
O14 6.597 -2.163 -0.827
H34 8.423 -0.428 -2.766
H35 7.630 0.164 -1.275
H36 8.918 -1.078 -1.174
C17 -2.961 4.065 5.956
N7 -2.600 5.390 5.389
O15 -1.882 6.111 6.043
O16 -3.057 5.654 4.296
H37 -2.487 3.960 6.926
H38 -4.042 4.030 6.049
H39 -2.603 3.307 5.265
C18 -5.106 -0.169 -3.290
N8 -5.322 1.294 -3.145
O17 -5.115 1.791 -2.056
O18 -5.691 1.895 -4.128
H40 -4.779 -0.566 -2.335
H41 -6.052 -0.610 -3.592
H42 -4.345 -0.312 -4.052
C19 0.397 -9.111 -5.686
N9 1.119 -9.417 -4.425
O19 2.242 -8.974 -4.296
O20 0.535 -10.087 -3.604
H43 1.041 -8.506 -6.315
H44 0.161 -10.057 -6.165
H45 -0.507 -8.570 -5.421

## Properties
LUMO ... -0.3 eV
E ... -3145.87250 a.u.
Gap between HOMO and LUMO ... 0.332 Ha
Multiplicity ... 1
SMILES string ... CCCCCC[C@]1(S)COC(=O)C1.C[N+](=O)[O-].C[N+](=O)[O-].C[N+](=O)[O-].C[N+](=O)[O-].C[N+](=O)[O-].C[N+](=O)[O-].C[N+](=O)[O-].C[N+](=O)[O-].C[N+](=O)[O-]
Net charge ... 0

Record 2
C19H46CrN3OSSi3 as an isolated structure. Source: the OMol25 dataset; level of theory: the ωB97M-V functional and the def2-TZVPD basis.

Cartesian coordinates (Å):
Cr1 0.715 -0.188 -0.662
C1 1.948 -0.016 -3.486
C2 0.751 0.908 -3.421
N1 0.557 1.418 -2.037
C3 1.418 2.584 -1.678
C4 2.835 2.224 -1.272
S1 2.877 0.758 -0.179
C5 3.956 -0.375 -1.133
C6 3.228 -1.449 -1.947
N2 1.882 -1.012 -2.383
H1 2.876 0.541 -3.381
H2 1.995 -0.512 -4.456
H3 -0.150 0.365 -3.702
H4 0.867 1.737 -4.121
H5 -0.399 1.761 -1.972
H6 0.913 3.064 -0.846
H7 1.450 3.287 -2.513
H8 3.272 3.049 -0.713
H9 3.494 2.020 -2.112
H10 4.632 -0.841 -0.419
H11 4.569 0.272 -1.757
H12 3.101 -2.346 -1.351
H13 3.848 -1.719 -2.806
H14 1.395 -1.836 -2.729
C7 -1.134 4.418 0.472
O1 -0.827 3.041 0.227
Si1 -1.973 1.836 0.156
C8 -3.333 2.161 1.390
C9 -2.865 2.047 -1.487
C10 -0.973 0.225 0.393
Si2 -0.718 0.151 2.314
C11 -0.379 1.869 2.982
C12 -2.147 -0.657 3.205
C13 0.776 -0.796 2.960
Si3 -2.036 -1.215 -0.375
C14 -1.430 -2.951 0.028
C15 -3.798 -1.247 0.235
C16 -1.997 -1.166 -2.266
H15 -1.763 4.537 1.356
H16 -1.638 4.871 -0.386
H17 -0.200 4.948 0.651
H18 -3.586 3.226 1.341
H19 -3.124 1.930 2.433
H20 -4.242 1.632 1.101
H21 -3.349 3.027 -1.407
H22 -3.669 1.318 -1.617
H23 -2.303 2.071 -2.425
H24 -1.123 2.643 2.809
H25 0.580 2.243 2.611
H26 -0.282 1.743 4.066
H27 -3.123 -0.236 2.969
H28 -1.989 -0.535 4.282
H29 -2.188 -1.733 3.010
H30 1.741 -0.546 2.516
H31 0.631 -1.879 2.940
H32 0.834 -0.508 4.015
H33 -1.268 -3.115 1.098
H34 -0.552 -3.289 -0.524
H35 -2.255 -3.608 -0.274
H36 -3.842 -1.580 1.270
H37 -4.304 -1.999 -0.380
H38 -4.361 -0.322 0.146
H39 -1.221 -1.834 -2.661
H40 -1.884 -0.186 -2.722
H41 -2.945 -1.565 -2.640
C17 3.147 -3.722 2.694
C18 2.118 -4.032 1.599
C19 1.679 -2.832 0.894
N3 1.337 -1.890 0.343
H42 3.465 -4.658 3.145
H43 2.721 -3.090 3.470
H44 4.026 -3.227 2.281
H45 1.216 -4.500 2.001
H46 2.519 -4.712 0.844

## Properties
LUMO (spin up / spin down) ... -7.5 / -6.2 eV
E ... -3301.82065 a.u.
<S²> ... 3.869
Gap between HOMO and LUMO (spin up / spin down) ... 0.262 / 0.312 Ha
Multiplicity ... 4
Energy relative to the best compared isomer or geometry (same formula, charge and spin) ... 1.915 eV
Net charge ... +2